ORCA calculation (wB97M-V/def2-TZVPD) on a cluster of 2 separate species, H2N2O4S in total.

Its HOMO energy (alpha / beta) is 1.910 / 1.911 eV. The calculation puts the energy above the lowest of the compared OMol25 structures with the same formula, charge and spin at 6.78 kcal per mole. For the HOMO-LUMO gap (alpha / beta), the calculation gives 4.82 / 4.82 eV. The molar mass is 126.1 g mol⁻¹. As for the charge: -2.

CARTESIAN COORDINATES (ANGSTROEM)
O 2.871 2.273 0.140
O -1.265 -2.498 -0.220
S -1.654 -1.105 0.007
H -0.615 0.646 -0.817
H 0.365 -0.258 0.211
O -1.969 -0.862 1.416
N 2.193 1.180 0.124
O -2.809 -0.778 -0.950
N -0.319 -0.242 -0.523

Atoms 1-3, force components in eV/Å:
-0.860 -1.472 0.020
0.396 -0.119 0.415
-2.724 -1.685 -2.503